This record from OMol25 describes C21H41B3N3O7S as an isolated structure in a non-equilibrium geometry. The level of theory is the ωB97M-V functional and the def2-TZVPD basis.

Computed properties:
Charge   0
Orbital gap (alpha / beta)   8.7 / 9.4 eV
Spin multiplicity   2
Calculated total energy   -1988.6802 hartree

Last column: Löwdin spin population.
Element x y z (Å)
C -5.834 -6.194 -4.744  0.000
C -6.321 -6.058 -3.302  0.000
O -7.721 -6.220 -3.180  0.000
C -5.665 -7.078 -2.404  0.000
O -5.722 -6.652 -1.039  0.000
B -4.596 -6.189 -0.465  0.000
O -3.357 -6.820 -0.635  0.000
B -2.948 -7.319 0.583  0.000
O -3.366 -6.661 1.714  0.000
B -3.802 -5.348 1.502  0.000
C -3.317 -4.189 2.427  0.000
C -1.766 -4.197 2.602  0.000
C -1.143 -2.848 2.254  0.000
C 0.165 -2.638 3.014  0.000
C 0.944 -1.345 2.687  0.000
C 0.272 -0.366 1.724  0.000
C 1.124 0.911 1.582  0.000
S 0.292 2.429 2.072  0.000
C -1.205 2.442 1.203  0.000
N -2.218 3.128 1.637  0.000
N -3.210 2.983 0.664  0.000
C -2.703 2.206 -0.246  0.000
O -1.435 1.826 0.022  0.000
O -4.617 -5.117 0.413  0.000
H -5.598 -7.231 -4.966  0.000
H -6.614 -5.857 -5.416  0.000
H -4.938 -5.604 -4.893  0.000
H -6.009 -5.083 -2.921  0.000
H -8.140 -5.427 -3.516  0.000
H -4.642 -7.253 -2.728  0.000
H -6.202 -8.018 -2.482  0.000
H -2.266 -8.287 0.628  0.000
H -3.810 -4.250 3.394  0.000
H -3.621 -3.249 1.975  0.000
H -1.526 -4.451 3.628  0.000
H -1.363 -4.971 1.956  0.000
H -0.928 -2.810 1.190  0.000
H -1.833 -2.057 2.521  0.000
H -0.062 -2.641 4.077  0.000
H 0.825 -3.482 2.833  0.000
H 1.202 -0.807 3.595  0.000
H 1.895 -1.612 2.228  0.000
H 0.221 -0.830 0.745  0.000
H -0.719 -0.100 2.070  0.000
H 1.964 0.859 2.268  0.000
H 1.555 0.998 0.591  0.000
H -3.223 1.899 -1.130  0.000
C 4.210 5.190 -2.688  0.003
C 3.934 4.270 -1.473  0.026
C 2.548 4.555 -0.890  0.016
C 2.459 5.835 -0.060  0.001
C 3.567 5.878 0.991  0.016
C 4.959 5.692 0.391  0.027
N 4.990 4.445 -0.430  0.373
O 5.089 3.403 0.314  0.528
C 5.347 6.925 -0.442  0.002
C 5.998 5.586 1.499  -0.001
C 3.972 2.838 -1.989  -0.001
H 5.267 5.441 -2.762  0.002
H 3.938 4.687 -3.615  0.000
H 3.639 6.117 -2.655  0.000
H 2.252 3.718 -0.251  0.002
H 1.824 4.596 -1.707  0.002
H 2.505 6.717 -0.704  0.000
H 1.488 5.873 0.437  0.001
H 3.538 6.826 1.533  0.002
H 3.386 5.090 1.729  0.002
H 6.301 6.767 -0.945  0.001
H 5.455 7.784 0.219  0.000
H 4.610 7.200 -1.191  0.000
H 5.764 4.794 2.207  -0.001
H 6.032 6.526 2.048  0.000
H 6.990 5.394 1.087  0.000
H 4.963 2.578 -2.363  0.000
H 3.258 2.740 -2.807  0.000
H 3.697 2.118 -1.220  0.000

This record from OMol25 describes C28H21F3HfN10O5S as an isolated structure in a non-equilibrium geometry. The level of theory is the ωB97M-V functional and the def2-TZVPD basis.

Computed properties:
Charge   0
Orbital gap   6.0 eV
Spin multiplicity   1
Calculated total energy   -2749.1734 hartree
ΔE to the lowest compared entry with this formula, charge and spin   34.4 kcal/mol

Last column: natural (NBO) charge in e.
Element x y z (Å)
Hf 0.935 -0.252 -0.472  2.202
O 0.930 -0.676 -4.775  -0.611
C 1.054 -0.267 -3.625  0.644
N 0.715 -0.880 -2.483  -0.809
C 0.239 -2.203 -2.509  0.186
C -0.499 -2.750 -3.553  -0.222
C -0.867 -4.084 -3.525  -0.225
C -0.499 -4.889 -2.459  -0.212
C 0.214 -4.362 -1.396  -0.218
C 0.581 -3.016 -1.395  0.118
N 1.200 -2.355 -0.340  -0.790
C 1.927 -2.956 0.606  0.646
O 2.351 -4.104 0.656  -0.610
C 2.195 -2.020 1.767  0.166
C 3.075 -2.408 2.776  -0.205
C 3.249 -1.582 3.868  -0.142
C 2.469 -0.436 3.962  -0.249
C 1.600 -0.136 2.931  0.040
N 1.495 -0.881 1.831  -0.513
C 1.705 1.081 -3.419  0.128
C 1.863 1.894 -4.541  -0.198
C 2.500 3.112 -4.412  -0.156
C 2.993 3.456 -3.162  -0.245
C 2.798 2.581 -2.108  0.053
N 2.157 1.421 -2.209  -0.451
H -0.772 -2.122 -4.386  0.236
H -1.426 -4.497 -4.353  0.209
H -0.789 -5.929 -2.445  0.209
H 0.492 -4.981 -0.558  0.236
H 3.595 -3.345 2.658  0.258
H 3.966 -1.821 4.639  0.225
H 2.537 0.207 4.823  0.224
H 0.943 0.726 2.971  0.220
H 1.489 1.532 -5.486  0.257
H 2.619 3.771 -5.260  0.225
H 3.533 4.376 -3.015  0.224
H 3.185 2.830 -1.130  0.180
N 0.287 3.098 1.539  -0.672
N 1.632 3.360 1.745  -0.345
C 2.637 2.529 1.490  0.612
N 3.873 2.880 1.906  -0.794
N 2.381 1.437 0.738  -0.443
N 3.281 0.528 0.551  0.647
O 4.319 0.478 1.199  -0.410
O 3.048 -0.313 -0.329  -0.453
H 0.162 2.479 0.679  0.424
H -0.212 3.968 1.361  0.387
H 1.832 4.168 2.325  0.401
H 4.011 3.697 2.477  0.405
H 4.599 2.174 1.842  0.449
O -1.134 3.812 -1.087  -0.934
S -0.825 2.485 -1.646  1.476
N 0.031 1.670 -0.723  -1.185
F -8.117 -1.059 3.011  -0.328
C -7.719 0.048 2.351  0.974
F -7.887 1.064 3.225  -0.330
F -8.622 0.246 1.381  -0.323
C -6.307 -0.062 1.863  -0.163
C -5.305 -0.274 2.803  -0.169
C -3.993 -0.397 2.398  -0.184
C -3.656 -0.314 1.043  -0.147
C -4.674 -0.093 0.110  -0.135
C -5.988 0.031 0.516  -0.186
C -2.299 -0.429 0.631  0.035
C -1.130 -0.524 0.302  -0.535
H -5.567 -0.342 3.847  0.224
H -3.215 -0.557 3.128  0.221
H -4.425 -0.019 -0.937  0.217
H -6.769 0.200 -0.208  0.229

This record from OMol25 describes a 2-piece molecular cluster, C10H16 overall in a non-equilibrium geometry. The level of theory is the ωB97M-V functional and the def2-TZVPD basis.

Computed properties:
Charge   0
Orbital gap   9.8 eV
Spin multiplicity   1
Calculated total energy   -390.5932 hartree
Structure (SMILES)   Cc1ccccc1.CCC
ΔE to the lowest compared entry with this formula, charge and spin   26.8 kcal/mol

Last column: natural (NBO) charge in e.
Element x y z (Å)
C -1.124 1.931 1.148  -0.646
C -0.169 0.874 1.745  0.023
C -0.536 0.435 3.001  -0.225
C 0.071 -0.793 3.410  -0.201
C 1.114 -1.359 2.729  -0.239
C 1.721 -0.589 1.693  -0.197
C 1.104 0.524 1.229  -0.244
H -2.180 1.620 1.267  0.218
H -1.073 1.935 0.062  0.217
H -0.903 2.854 1.684  0.227
H -1.362 0.875 3.539  0.212
H -0.420 -1.235 4.272  0.209
H 1.405 -2.378 2.942  0.216
H 2.587 -1.005 1.193  0.212
H 1.545 1.038 0.387  0.217
C -1.362 -0.868 -3.006  -0.615
C -0.109 -0.658 -2.145  -0.401
C 0.962 0.115 -2.935  -0.604
H -2.020 -0.017 -2.780  0.204
H -1.963 -1.713 -2.684  0.214
H -1.094 -0.867 -4.058  0.207
H -0.292 -0.137 -1.198  0.201
H 0.480 -1.556 -1.874  0.196
H 1.201 -0.380 -3.898  0.198
H 0.546 1.046 -3.341  0.194
H 1.870 0.308 -2.383  0.207

This record from OMol25 describes C5H8N2O in the gas phase in a non-equilibrium geometry. The level of theory is the ωB97M-V functional and the def2-TZVPD basis.

Computed properties:
Charge   0
Orbital gap   9.9 eV
Spin multiplicity   1
Calculated total energy   -380.0117 hartree
Structure (SMILES)   [H]/N=C(\N)C1(C=O)CC1
ΔE to the lowest compared entry with this formula, charge and spin   48.0 kcal/mol

Last column: natural (NBO) charge in e.
Element x y z (Å)
H 3.060 -0.611 0.247  0.335
N 2.122 -0.937 0.027  -0.721
C 1.222 -0.048 0.192  0.444
N 1.469 1.258 0.565  -0.833
C -0.171 -0.372 -0.183  -0.221
C -0.508 -1.755 -0.456  0.416
O -1.664 -2.146 -0.525  -0.567
C -1.660 0.330 0.479  -0.313
C -1.085 0.668 -0.825  -0.403
H 2.414 1.501 0.828  0.395
H 0.720 1.877 0.840  0.391
H 0.342 -2.450 -0.452  0.163
H -2.600 -0.196 0.527  0.250
H -1.409 0.891 1.367  0.203
H -1.627 0.346 -1.705  0.241
H -0.625 1.644 -0.926  0.220

This record from OMol25 describes C8H24Cl3CuGeN3OP as an isolated structure in a non-equilibrium geometry. The level of theory is the ωB97M-V functional and the def2-TZVPD basis.

Computed properties:
Charge   +2
Orbital gap   8.1 eV
Spin multiplicity   1
Calculated total energy   -5997.6845 hartree
ΔE to the lowest compared entry with this formula, charge and spin   5.0 kcal/mol

Last column: natural (NBO) charge in e.
Element x y z (Å)
Cu -0.469 1.351 1.040  0.603
C -1.764 -3.620 -0.237  -0.451
N -2.251 -2.505 0.566  -0.562
C -1.457 -1.724 1.331  0.816
N -0.328 -2.260 1.810  -0.762
O -1.974 -0.562 1.761  -0.835
H -2.506 -3.814 -1.013  0.263
H -1.667 -4.542 0.394  0.234
H -0.803 -3.366 -0.728  0.221
H -3.150 -2.065 0.333  0.442
H -0.083 -3.187 1.462  0.440
H 0.298 -1.755 2.428  0.446
C 1.737 3.615 -0.756  -0.614
C 1.157 2.470 -1.583  -0.723
P 0.799 0.950 -0.633  0.835
C 0.117 -0.279 -1.831  -0.706
C 0.620 -0.139 -3.254  -0.635
C 2.421 0.301 -0.128  -0.718
C 3.193 -0.309 -1.277  -0.625
H 2.325 4.330 -1.363  0.256
H 2.420 3.225 0.032  0.202
H 0.926 4.139 -0.218  0.214
H 1.813 2.190 -2.430  0.248
H 0.176 2.765 -2.006  0.247
H -0.978 -0.156 -1.773  0.236
H 0.356 -1.275 -1.368  0.217
H 0.078 0.630 -3.788  0.231
H 0.495 -1.062 -3.833  0.241
H 1.694 0.102 -3.325  0.221
H 2.198 -0.405 0.695  0.219
H 2.977 1.136 0.345  0.257
H 2.759 -1.234 -1.677  0.215
H 4.262 -0.509 -1.009  0.251
H 3.233 0.407 -2.092  0.212
Cl -3.145 0.958 4.230  -0.284
Ge -3.453 -0.747 3.024  1.590
Cl -4.971 -0.717 1.536  -0.279
Cl -3.083 -2.593 3.959  -0.263
N -0.933 2.387 2.621  -1.134
H -1.277 1.888 3.448  0.404
H -1.652 3.085 2.379  0.416
H -0.109 2.894 2.928  0.415

This record from OMol25 describes a 2-piece molecular cluster, C6H14BNO4 overall in a non-equilibrium geometry. The level of theory is the ωB97M-V functional and the def2-TZVPD basis.

Computed properties:
Charge   0
Orbital gap   10.2 eV
Spin multiplicity   1
Calculated total energy   -617.5550 hartree
Structure (SMILES)   NB(O)[C@@H]1COC(=O)C1.CCO
ΔE to the lowest compared entry with this formula, charge and spin   99.9 kcal/mol

Last column: natural (NBO) charge in e.
Element x y z (Å)
N 0.513 0.245 0.697  -1.135
B -0.822 0.831 0.181  1.104
O -0.789 2.194 -0.402  -0.879
C -2.138 -0.147 0.297  -0.607
C -2.980 -0.316 -1.101  -0.073
O -3.920 0.830 -1.030  -0.541
C -4.186 1.314 0.340  0.784
O -4.897 2.409 0.617  -0.552
C -3.379 0.245 1.294  -0.510
H 0.312 -0.470 1.452  0.375
H 0.867 -0.331 -0.125  0.385
H -1.701 2.499 -0.695  0.500
H -1.707 -1.118 0.791  0.234
H -2.374 -0.260 -2.108  0.220
H -3.488 -1.378 -1.133  0.196
H -3.121 0.532 2.400  0.263
H -4.013 -0.767 1.307  0.239
C 4.176 -1.394 -0.890  -0.630
C 4.631 -0.337 0.096  -0.062
O 3.691 0.726 0.136  -0.723
H 4.066 -0.964 -1.891  0.213
H 4.893 -2.218 -0.936  0.210
H 3.197 -1.793 -0.606  0.186
H 5.600 0.074 -0.204  0.177
H 4.731 -0.757 1.102  0.152
H 2.837 0.351 0.412  0.473